(1)
The following is a quantum chemistry calculation of a 2-piece molecular cluster, H4O2 overall at a distorted geometry, from the Open Molecules 2025 dataset.

The value obtained for the LUMO energy is 0.588 eV. The charge is 0. The frontier orbital gap comes out at 11.4 eV. The SMILES is O.O. As for the total energy: -152.86684 a.u.

Each line ends with the natural charge from an NBO analysis.
Element x y z (Å)
O 0.60 0.90 0.63  -0.940
H 0.58 0.30 1.39  0.478
H 0.66 1.77 1.10  0.486
O -0.53 -1.01 -0.79  -0.963
H -0.34 -0.24 -0.21  0.481
H -1.50 -0.93 -0.95  0.459

(2)
The following is a quantum chemistry calculation of a 2-piece molecular cluster, H4O2 overall at a distorted geometry, from the Open Molecules 2025 dataset.

The value obtained for the LUMO energy is 0.597 eV. The charge is 0. The frontier orbital gap comes out at 11.4 eV. The SMILES is O.O. As for the total energy: -152.86749 a.u.

Each line ends with the natural charge from an NBO analysis.
Element x y z (Å)
O -0.51 1.26 -0.18  -0.945
H 0.12 1.93 0.14  0.479
H -1.29 1.49 0.46  0.479
O 0.64 -1.36 0.10  -0.976
H 0.03 -2.07 0.28  0.465
H 0.16 -0.54 -0.17  0.498

(3)
The following is a quantum chemistry calculation of H4O2Rb as an isolated structure, from the Open Molecules 2025 dataset.

The value obtained for the LUMO energy is -4.145 eV. The charge is +1. The frontier orbital gap comes out at 10.5 eV. As for the total energy: -176.75785 a.u.

Each line ends with the natural charge from an NBO analysis.
Element x y z (Å)
Rb 1.01 1.13 -0.15  0.999
O 2.05 -2.08 2.93  -0.958
H 2.51 -2.91 3.07  0.483
H 1.67 -1.87 3.79  0.475
O -2.04 2.02 -3.27  -0.951
H -2.49 1.26 -3.65  0.478
H -2.70 2.44 -2.72  0.473

(4)
The following is a quantum chemistry calculation of one molecule with the formula H4O2Si at a distorted geometry, from the Open Molecules 2025 dataset.

The value obtained for the LUMO energy is 0.438 eV. The charge is 0. The frontier orbital gap comes out at 11.1 eV. The SMILES is O[SiH2]O. As for the total energy: -442.39169 a.u.

Each line ends with the natural charge from an NBO analysis.
Element x y z (Å)
O 0.95 -0.19 -1.38  -1.085
Si -0.14 0.13 -0.10  1.698
O -0.83 -0.34 1.39  -1.085
H 1.38 -1.00 -1.53  0.494
H -1.36 -0.01 -0.71  -0.259
H 0.66 1.23 0.15  -0.260
H -0.65 0.18 2.17  0.497

(5)
The following is a quantum chemistry calculation of a 2-piece molecular cluster, H4O2Si overall at a distorted geometry, from the Open Molecules 2025 dataset.

The value obtained for the LUMO energy (spin up / spin down) is -1.675 / -1.408 eV. The charge is 0. The frontier orbital gap (spin up / spin down) comes out at 9.8 / 10.0 eV. As for the total energy: -442.21540 a.u.

Each line ends with the natural charge from an NBO analysis.
Element x y z (Å)
O -2.00 -0.54 0.14  -0.460
O -0.59 0.63 -0.14  -0.686
Si 0.89 0.12 0.18  1.237
H -2.17 -0.65 -0.80  0.453
H 1.45 -0.82 -0.79  -0.206
H 1.21 -0.28 1.54  -0.195
H 1.22 1.54 -0.13  -0.143

(6)
The following is a quantum chemistry calculation of one molecule with the formula H4O5Si2 at a distorted geometry, from the Open Molecules 2025 dataset.

The value obtained for the LUMO energy is -0.470 eV. The charge is 0. The frontier orbital gap comes out at 9.7 eV. As for the total energy: -957.78755 a.u.

Each line ends with the natural charge from an NBO analysis.
Element x y z (Å)
O -0.06 -1.47 0.23  -1.315
O -1.96 -0.01 -1.03  -1.089
O 2.45 -0.90 -0.54  -1.146
O -1.03 0.79 1.37  -1.142
O 0.75 1.02 -0.35  -1.137
Si 2.44 0.77 -0.51  1.345
Si -0.71 -0.12 0.04  2.364
H -2.19 -0.86 -1.35  0.506
H 1.63 -1.32 -0.21  0.547
H -1.85 0.63 1.88  0.526
H 0.55 1.47 0.47  0.543